# C3H9BOS

A 2-piece molecular cluster, C3H9BOS overall at a distorted geometry (ωB97M-V with the def2-TZVPD basis set, the Open Molecules 2025 dataset).

Element x y z (Å)
B -0.42703 0.26653 -0.38279
C 1.60252 1.46290 1.07705
C -2.87027 0.36861 -0.63956
C 1.71685 -1.72372 -0.16272
O -1.59239 0.79736 -0.14370
S 0.01874 -1.38906 -0.80990
H 0.97396 1.96827 1.81319
H 2.00748 2.10041 0.33064
H 2.32292 0.74088 1.43416
H -2.96078 0.50256 -1.73648
H -3.63999 0.98647 -0.17456
H -3.14610 -0.66256 -0.49315
H 2.23044 -2.27827 -0.96642
H 1.55963 -2.40305 0.80068
H 2.20402 -0.73733 0.05356

Values from the calculation:
energy above the lowest of the compared OMol25 structures with the same formula, charge and spin = 86.9 kcal per mole
HOMO (spin up / spin down) = -7.39 / -7.38 eV
net charge = 0
orbital gap (spin up / spin down) = 7.78 / 7.77 eV

# C64H166F6N14O18Zn

C64H166F6N14O18Zn as an isolated structure at a distorted geometry (ωB97M-V with the def2-TZVPD basis set, the Open Molecules 2025 dataset).

Element x y z (Å)
Zn -4.38103 -0.32488 0.35749
C -6.93521 0.84730 0.13689
O -5.69758 1.51856 0.53653
O -6.50886 -0.45199 -0.08831
C -8.06030 1.03947 1.22511
F -8.77642 2.16750 1.13193
F -8.95448 0.04892 1.15231
F -7.58543 0.88793 2.45660
C -5.79002 2.95287 0.61004
C -4.45974 3.65302 0.90414
H -3.71652 3.30330 0.18760
H -4.55959 4.68141 0.55695
H -4.13111 3.67191 1.94325
H -6.43937 3.26096 1.42951
H -6.11095 3.35219 -0.35207
H -7.23355 1.29850 -0.80943
C -1.13733 0.47933 0.60874
O -0.96597 -0.80326 -0.04254
O -2.54002 0.66327 0.69984
C -0.18419 0.62485 1.89260
F 1.05049 0.18822 1.67969
F -0.04238 1.89362 2.26613
F -0.62296 -0.11340 2.93047
C 0.12730 -1.02747 -0.98959
C 0.03769 -2.33274 -1.70300
H 0.84351 -2.39699 -2.43417
H 0.11038 -3.16027 -0.99730
H -0.87284 -2.59114 -2.24361
H 1.13795 -0.99394 -0.58270
H 0.07205 -0.26500 -1.76657
H -0.67852 1.17077 -0.09801
C -1.03172 -6.72296 -2.64043
C -2.08023 -5.77250 -3.21353
C -1.62915 -5.09770 -4.53705
O -2.30845 -3.79962 -4.82794
C -1.95663 -3.25123 -6.11264
N -3.26083 -6.57708 -3.47413
H -1.35556 -7.08577 -1.66493
H -0.02922 -6.30002 -2.57550
H -0.81781 -7.62920 -3.20706
H -2.26926 -5.05001 -2.41957
H -1.71064 -5.78187 -5.38166
H -0.57754 -4.87139 -4.36100
H -2.27453 -3.99727 -6.84097
H -0.89211 -3.11922 -6.30620
H -2.53122 -2.33510 -6.24920
H -3.04369 -7.20312 -4.23638
H -3.94035 -5.91173 -3.81424
C -5.06136 -3.08113 -1.85797
C -3.70186 -2.35352 -1.70344
C -3.58399 -1.05394 -2.48565
O -4.22708 -0.03338 -1.78875
C -3.95693 1.25318 -2.24701
N -3.43487 -2.07572 -0.31122
H -5.22051 -3.96991 -1.24737
H -5.15918 -3.40555 -2.89396
H -5.84574 -2.35325 -1.65050
H -2.92017 -2.99674 -2.10757
H -3.75097 -1.22536 -3.54905
H -2.51037 -0.86568 -2.48787
H -4.21900 1.25553 -3.30503
H -2.90870 1.46375 -2.03496
H -4.54751 2.08457 -1.86215
H -2.44491 -1.87554 -0.31121
H -3.43793 -2.90328 0.26777
C 5.75819 2.60947 1.74864
C 5.50693 1.22738 1.41502
C 4.16811 0.68025 2.08561
O 4.32216 0.73458 3.51646
C 3.11377 0.62976 4.21979
N 5.39047 1.12562 -0.03722
H 4.93795 3.29753 1.54401
H 6.61477 3.00663 1.20400
H 5.82626 2.92322 2.79029
H 6.32139 0.59751 1.77283
H 4.15939 -0.38450 1.85254
H 3.28982 1.23217 1.75079
H 3.30643 0.44773 5.27707
H 2.59663 -0.27649 3.90456
H 2.46594 1.49387 4.07234
H 6.33262 1.27756 -0.36795
H 4.89678 1.98169 -0.24580
C -2.17272 4.12582 -3.48952
C -1.03987 3.93342 -4.49286
C -1.03933 2.56432 -5.24010
O -0.94654 1.49460 -4.32520
C -0.98787 0.25416 -5.10301
N -1.12891 5.00199 -5.48328
H -3.15212 4.04471 -3.96100
H -2.16542 5.12711 -3.05887
H -2.10354 3.29819 -2.78358
H -0.06897 4.06145 -4.01425
H -0.18465 2.46003 -5.90849
H -1.98927 2.52672 -5.77329
H -0.12850 0.22310 -5.77280
H -1.94023 -0.00186 -5.56729
H -0.72289 -0.54019 -4.40523
H -1.99640 5.01909 -6.00027
H -1.11556 5.85827 -4.94783
C -0.75331 9.32077 -0.25285
C -1.52044 8.01108 -0.36405
C -0.67728 6.74134 0.00692
O -1.50707 5.63127 -0.26697
C -0.83983 4.40116 -0.17874
N -2.62888 8.11777 0.59065
H 0.05137 9.21423 -0.98034
H -0.28290 9.46690 0.71950
H -1.43117 10.13575 -0.50664
H -1.89012 7.93563 -1.38667
H -0.36703 6.69521 1.05082
H 0.21341 6.82584 -0.61568
H -0.00151 4.35579 -0.87391
H -1.38722 3.51516 -0.50043
H -0.44805 4.17414 0.81276
H -2.34591 8.30924 1.54111
H -2.99100 7.18595 0.73444
C 3.96242 -1.86357 -0.82517
C 4.29733 -1.37501 -2.23855
C 3.32575 -0.45504 -2.91508
O 3.93517 0.04712 -4.06997
C 3.08688 0.95180 -4.84744
N 5.60502 -0.76291 -2.04224
H 3.46306 -1.03569 -0.32182
H 4.79417 -2.25202 -0.23745
H 3.22037 -2.65865 -0.89812
H 4.38360 -2.26510 -2.86176
H 3.10503 0.36051 -2.22641
H 2.44942 -1.02011 -3.23263
H 2.78505 1.79981 -4.23272
H 2.17648 0.43767 -5.15556
H 3.63012 1.32534 -5.71546
H 5.55333 -0.07820 -1.30156
H 5.70583 -0.19657 -2.87242
C 2.93185 -9.79752 -0.77252
C 4.11226 -9.01189 -1.40547
C 4.16668 -7.55028 -0.84225
O 2.93914 -6.92287 -0.96494
C 2.92287 -5.55615 -0.40037
N 5.28335 -9.84382 -1.11952
H 3.09327 -9.93314 0.29690
H 2.82787 -10.77574 -1.24195
H 2.02458 -9.21129 -0.91841
H 3.95513 -8.91945 -2.48011
H 4.94333 -7.13035 -1.48145
H 4.60397 -7.53638 0.15609
H 3.14918 -5.47108 0.66248
H 1.97050 -5.07614 -0.62549
H 3.57079 -4.88185 -0.96039
H 5.10173 -10.70835 -1.60912
H 5.32991 -10.06779 -0.13577
C -4.30070 7.10677 3.46347
C -2.88746 7.00571 4.06232
C -2.12173 5.68758 3.72139
O -2.76157 4.51500 4.28421
C -2.05335 3.32942 4.02478
N -2.19762 8.23650 3.53827
H -4.25220 7.06100 2.37551
H -4.79961 8.03706 3.73502
H -4.80736 6.19905 3.79122
H -3.00228 7.15290 5.13622
H -1.07307 5.78940 4.00076
H -2.02102 5.51631 2.64965
H -1.05502 3.28620 4.46018
H -2.04375 3.11964 2.95521
H -2.56505 2.60754 4.66129
H -2.53091 9.08961 3.96396
H -1.21975 8.24786 3.79074
C 2.07206 -8.33757 -4.55209
C 1.29264 -7.44044 -5.58042
C 2.01680 -6.07816 -5.88425
O 2.27620 -5.39805 -4.59647
C 2.66347 -4.04607 -4.80396
N 1.27793 -8.25277 -6.78699
H 3.07769 -8.56190 -4.90775
H 1.49388 -9.17090 -4.15287
H 2.16155 -7.72514 -3.65487
H 0.25490 -7.34900 -5.25973
H 1.35238 -5.36325 -6.36958
H 2.89749 -6.27846 -6.49448
H 2.96560 -3.51436 -3.90168
H 2.01395 -3.39501 -5.38907
H 3.56673 -4.16109 -5.40313
H 2.20049 -8.29249 -7.19616
H 1.19746 -9.22719 -6.53375
C 5.83183 4.64336 -1.95169
C 4.77105 4.24168 -2.91855
C 3.42535 4.10170 -2.19887
O 3.63409 2.98781 -1.30216
C 2.43844 2.44382 -0.73901
N 4.67439 5.19475 -4.02683
H 5.64474 5.64305 -1.55964
H 6.78975 4.76445 -2.45748
H 5.89818 3.97777 -1.09106
H 4.95527 3.31092 -3.45506
H 2.59664 3.85550 -2.86274
H 3.17757 5.01195 -1.65284
H 2.68834 1.45525 -0.35382
H 1.72255 2.37636 -1.55820
H 2.01579 3.05449 0.05883
H 5.60638 5.58282 -3.99678
H 4.05803 5.94822 -3.75759
C -4.71410 0.64412 3.77006
C -4.03475 -0.65288 3.40086
C -4.11155 -1.61888 4.65701
O -3.41682 -2.87319 4.47110
C -3.27562 -3.74614 5.61158
N -4.66726 -1.26225 2.23876
H -4.22534 0.98662 4.68215
H -5.70478 0.42447 4.16809
H -4.69895 1.43678 3.02203
H -3.02752 -0.37806 3.08769
H -5.16428 -1.75113 4.90674
H -3.68890 -1.14985 5.54554
H -2.86266 -4.67133 5.20960
H -4.26743 -4.02429 5.96800
H -2.80832 -3.29545 6.48715
H -5.62130 -1.43242 2.52328
H -4.24293 -2.17568 2.31425
C -0.26387 1.14666 6.09757
C -0.51304 -0.15758 6.92496
C -0.04485 -1.44050 6.22366
O -0.35898 -2.69147 6.97106
C 0.14804 -3.84140 6.40097
N 0.21436 -0.13511 8.18215
H -0.77142 1.12524 5.13319
H 0.78655 1.15550 5.80665
H -0.50337 2.06890 6.62693
H -1.53894 -0.07563 7.28400
H 1.03008 -1.40843 6.04593
H -0.57573 -1.44856 5.27172
H 0.01889 -3.91883 5.32142
H -0.19546 -4.73040 6.92991
H 1.23395 -3.93557 6.39446
H 1.15199 -0.15821 7.80743
H -0.07786 -1.04509 8.50872
C 3.41980 7.32168 1.07930
C 4.13125 6.65973 2.26860
C 3.40323 5.35018 2.84831
O 2.26486 5.61756 3.69378
C 1.64664 4.41218 4.12426
N 5.45122 6.26976 1.74115
H 3.94313 8.18204 0.66214
H 2.46873 7.72352 1.42870
H 3.18602 6.61628 0.28190
H 4.27098 7.41094 3.04594
H 4.15701 4.86779 3.47058
H 3.21146 4.66334 2.02395
H 1.43096 3.63761 3.38831
H 0.71749 4.70250 4.61468
H 2.24684 3.95820 4.91278
H 6.23760 6.35123 2.36970
H 5.64679 7.04598 1.12526
C -1.52346 -5.37656 0.76111
C -1.47170 -4.49169 2.03390
C -0.33330 -3.46631 2.04912
O 0.92643 -4.10805 2.07599
C 1.96887 -3.17515 2.49396
N -2.87929 -3.95711 2.04520
H -2.30334 -6.13724 0.72577
H -0.55634 -5.83567 0.55619
H -1.73804 -4.76049 -0.11211
H -1.34830 -5.17259 2.87607
H -0.52800 -2.88198 2.94843
H -0.37570 -2.73539 1.24162
H 1.70148 -2.75349 3.46288
H 2.09928 -2.33851 1.80758
H 2.86398 -3.77896 2.64328
H -3.02420 -3.39350 2.87070
H -3.61601 -4.64623 2.09465

Values from the calculation:
energy above the lowest of the compared OMol25 structures with the same formula, charge and spin = 36.6 kcal per mole
HOMO = -8.34 eV
net charge = 0
orbital gap = 8.81 eV

# C7H18ClNOP

A 2-piece molecular cluster, C7H18ClNOP overall at a distorted geometry (ωB97M-V with the def2-TZVPD basis set, the Open Molecules 2025 dataset).

Element x y z (Å)
C -1.08754 2.37872 1.16776
C -0.49978 1.41040 -1.22369
C 2.68791 0.17537 -0.95020
C 2.80430 -2.10696 0.32443
C -3.16893 -0.69383 -0.26826
C -0.19455 1.46776 0.35174
C 2.50644 -0.62350 0.12468
N -0.35801 0.04196 0.67179
O -0.60596 -1.72196 -1.03815
P -1.40580 -1.13466 0.18299
Cl -1.45419 -2.65147 1.55854
H -1.66044 1.89825 1.93727
H -0.57018 3.17325 1.78700
H -1.75890 2.90629 0.52496
H 0.02141 0.50952 -1.77638
H -0.17692 2.29655 -1.61035
H -1.50888 1.26647 -1.56706
H 2.67855 -0.13689 -1.98103
H -0.22838 -0.10082 1.80922
H 2.66110 1.20176 -0.79987
H 2.16478 -2.70686 -0.38324
H 2.55515 -2.23331 1.40956
H 3.90888 -2.19352 0.19392
H -3.34872 -0.35432 -1.32026
H -3.36301 0.22369 0.33478
H -3.90960 -1.50749 0.13077
H 0.87014 1.81616 0.46312
H 2.48200 -0.11200 1.07888
H -0.04087 -2.48856 -1.13291

Values from the calculation:
energy above the lowest of the compared OMol25 structures with the same formula, charge and spin = 32.9 kcal per mole
HOMO = -12.41 eV
net charge = +1
orbital gap = 8.76 eV

# C21H43N5O3PSSc

C21H43N5O3PSSc as an isolated structure at a distorted geometry (ωB97M-V with the def2-TZVPD basis set, the Open Molecules 2025 dataset).

Element x y z (Å)
Sc 0.17147 -0.53390 0.83313
C -3.19522 -0.03777 1.62652
C -3.05278 -0.99582 0.43651
N -1.81797 -1.80222 0.55177
C -2.00843 -2.92882 1.49835
C -0.65686 -3.33219 2.08586
N -0.00971 -2.13007 2.65763
C -0.47083 -1.90816 4.04768
C -0.44234 -0.43383 4.44753
C 0.88032 0.25630 4.11382
N 0.85436 0.82123 2.73907
C 0.14918 2.12339 2.71681
C -0.38612 2.43117 1.31593
N -1.25331 1.32981 0.83901
C -2.62745 1.36606 1.39546
H -2.70062 -0.48602 2.48992
H -4.24868 0.07828 1.87437
H -3.01741 -0.43380 -0.49754
H -3.92639 -1.65888 0.39355
H -1.65939 -2.22925 -0.36677
H -2.46795 -3.79490 1.01258
H -2.68220 -2.60973 2.29692
H -0.02247 -3.74232 1.28922
H -0.78552 -4.10808 2.85196
H 0.98985 -2.35490 2.71585
H 0.14771 -2.48353 4.74402
H -1.49737 -2.27364 4.14464
H -0.63407 -0.37243 5.51825
H -1.25274 0.09338 3.94341
H 1.69485 -0.47132 4.17469
H 1.08972 1.04925 4.84261
H 1.83305 1.02257 2.51625
H 0.80839 2.93784 3.04046
H -0.68269 2.07971 3.42131
H 0.45645 2.51750 0.61798
H -0.92088 3.38866 1.33093
H -1.36972 1.47054 -0.16809
H -3.28867 1.93037 0.73265
H -2.62083 1.89856 2.34894
S 1.83963 -2.27894 0.11010
C 2.96348 -0.97040 0.11045
C 4.33173 -1.17767 -0.10198
C 5.15857 -0.08224 -0.20016
C 4.60245 1.19326 -0.09819
C 3.25764 1.30779 0.17654
N 2.43010 0.25619 0.31003
H 4.69999 -2.18541 -0.19630
H 6.21665 -0.21008 -0.36603
H 5.21405 2.07024 -0.23446
H 2.80202 2.28212 0.29287
C -0.93635 3.24381 -3.97767
C -0.50720 2.67085 -2.63814
O 0.19955 1.45471 -2.87011
P 0.30860 0.18964 -1.85296
O 1.23174 -0.71774 -2.77073
C 2.59400 -0.45702 -3.15206
C 2.72422 -0.54493 -4.65979
O -1.09857 -0.60700 -2.01928
C -1.64833 -0.98063 -3.31206
C -3.02646 -0.37070 -3.48578
H -1.45768 4.18386 -3.82734
H -1.59112 2.55292 -4.49891
H -0.06041 3.42123 -4.59294
H -1.38806 2.48368 -2.00847
H 0.15597 3.37535 -2.12321
H 3.20842 -1.22026 -2.66348
H 2.90210 0.53240 -2.79936
H 2.38675 -1.51604 -5.00927
H 3.76563 -0.41335 -4.93722
H 2.13013 0.23140 -5.13280
H -1.69605 -2.07084 -3.32336
H -0.97697 -0.65106 -4.10897
H -3.69673 -0.67468 -2.68289
H -3.45220 -0.70690 -4.42722
H -2.96399 0.71340 -3.50204

Values from the calculation:
HOMO = -13.69 eV
net charge = +2
orbital gap = 8.14 eV

# C5H7N

The molecule C5H7N (ωB97M-V with the def2-TZVPD basis set, the Open Molecules 2025 dataset).

Element x y z (Å)
C -1.86291 0.19251 0.00631
N -0.42321 0.05490 0.04934
C 0.26332 -1.09685 0.33313
C 1.60549 -0.85258 0.17633
C 1.73933 0.50756 -0.21451
C 0.47425 1.03644 -0.28010
H -2.24893 0.74464 0.87049
H -2.31669 -0.80227 -0.00509
H -2.15664 0.71360 -0.91058
H -0.26734 -1.99377 0.62592
H 2.40146 -1.57244 0.31324
H 2.65799 1.03572 -0.43253
H 0.13388 2.03254 -0.53196

Values from the calculation:
energy above the lowest of the compared OMol25 structures with the same formula, charge and spin = 7.6 kcal per mole
HOMO = -8.22 eV
net charge = 0
orbital gap = 9.26 eV
SMILES = Cn1cccc1

# C3H5NO

The molecule C3H5NO at a distorted geometry (ωB97M-V with the def2-TZVPD basis set, the Open Molecules 2025 dataset).

Element x y z (Å)
C -0.82426 -0.74429 -0.86091
O 0.24224 0.09235 -1.17622
C 0.84376 0.68888 0.05449
C 0.13615 0.21920 1.25139
N 0.26265 0.43288 2.38434
H -0.64487 -1.80808 -1.07977
H -1.79914 -0.38775 -1.22878
H -0.88051 -0.67398 0.43399
H 0.76608 1.78800 0.05275
H 1.89791 0.39280 0.16872

Values from the calculation:
energy above the lowest of the compared OMol25 structures with the same formula, charge and spin = 67.9 kcal per mole
HOMO = -10.60 eV
net charge = 0
orbital gap = 10.94 eV
SMILES = COCC#N